Record 1
The following is a DFT calculation (ωB97M-V/def2-TZVPD) of the molecule C18H26N2O4S.

```
! wB97M-V def2-TZVPD RIJCOSX def2/J DEFGRID3
* xyz 0 1
C 2.580 4.162 -0.377
C 1.445 3.281 0.030
C 0.193 3.822 0.307
C -0.877 3.021 0.673
C -0.689 1.657 0.765
C 0.541 1.095 0.497
C 1.614 1.893 0.120
C 2.939 1.221 -0.093
O 3.983 1.621 0.384
N 2.850 0.110 -0.858
H 1.944 -0.209 -1.168
C 3.888 -0.885 -0.930
H 4.784 -0.474 -0.461
H 4.094 -1.123 -1.977
C 3.441 -2.162 -0.198
C 3.251 -1.975 1.310
H 4.168 -2.169 1.861
C 2.140 -2.973 1.626
H 1.552 -2.694 2.497
H 2.559 -3.969 1.781
C 1.305 -2.941 0.346
H 0.863 -3.912 0.104
H 0.494 -2.204 0.422
O 2.177 -2.572 -0.714
H 2.924 -0.957 1.524
H 4.176 -2.957 -0.398
H 0.640 0.028 0.624
S -1.999 0.525 1.204
O -1.488 -0.431 2.143
O -3.170 1.275 1.569
N -2.158 -0.279 -0.263
C -2.808 0.504 -1.294
C -4.332 0.493 -1.170
C -4.838 -0.947 -1.141
C -4.160 -1.700 0.001
C -2.643 -1.643 -0.172
H -2.139 -2.095 0.682
H -2.340 -2.164 -1.087
H -4.418 -1.231 0.952
H -4.486 -2.741 0.026
H -5.921 -0.960 -1.010
H -4.606 -1.438 -2.090
H -4.607 0.994 -0.241
H -4.768 1.039 -2.007
H -2.421 1.523 -1.214
H -2.503 0.089 -2.262
H -1.848 3.435 0.898
H 0.057 4.891 0.239
H 2.339 5.209 -0.212
H 3.474 3.900 0.183
H 2.804 4.018 -1.434
*
```

Calculated values
strongest force on any atom	1.04	eV/A

These are the Mulliken partial charges, in e, on atoms 1 to 6: number 1, C, carries -1.576; number 2, C, carries 0.944; number 3, C, carries -0.876; number 4, C, carries -0.374; number 5, C, carries -0.791; number 6, C, carries -0.464

***

Record 2
The following is a DFT calculation (ωB97M-V/def2-TZVPD) of a structure of composition C3H6N2O2.

```
! wB97M-V def2-TZVPD RIJCOSX def2/J DEFGRID3
* xyz 0 1
N -1.535 -0.392 -0.820
C -0.816 0.302 0.171
O -1.360 1.231 0.757
C -0.123 -0.824 0.882
O 1.436 -0.259 1.252
C 1.752 0.467 0.213
N 0.900 0.588 -0.740
H -2.463 -0.018 -0.892
H -1.053 -0.677 -1.657
H 0.173 -1.669 0.266
H -0.730 -1.091 1.765
H 2.720 0.989 0.163
H 1.100 1.353 -1.360
*
```

Calculated values
strongest force on any atom	3.26	eV/A

These are the Mulliken partial charges, in e, on atoms 1 to 6: number 1, N, carries -0.501; number 2, C, carries 0.851; number 3, O, carries -0.668; number 4, C, carries -0.412; number 5, O, carries -0.409; number 6, C, carries 0.073

***

Record 3
The following is a DFT calculation (ωB97M-V/def2-TZVPD) of the molecule C20H23ClN2O5S.

```
! wB97M-V def2-TZVPD RIJCOSX def2/J DEFGRID3
* xyz 0 1
C 7.354 -0.821 0.390
C 6.588 -1.804 -0.483
H 6.234 -2.646 0.122
H 7.208 -2.170 -1.304
O 5.470 -1.187 -1.116
C 4.349 -1.083 -0.361
O 4.247 -1.526 0.759
N 3.367 -0.405 -1.000
C 2.040 -0.351 -0.422
C 1.074 -1.180 -1.276
N 1.118 -0.706 -2.641
C 0.145 -0.095 -3.358
O 0.305 0.209 -4.532
C -1.148 0.182 -2.705
C -2.381 0.270 -3.300
C -3.296 0.587 -2.275
C -2.557 0.704 -1.129
C -2.927 0.911 0.280
H -3.930 1.311 0.389
H -2.193 1.526 0.795
S -2.916 -0.791 1.101
O -1.619 -1.374 0.773
C -2.748 -0.144 2.851
C -3.938 0.675 3.186
C -5.187 0.062 3.264
C -6.330 0.788 3.535
C -6.247 2.156 3.735
C -5.020 2.790 3.661
C -3.879 2.053 3.384
Cl -2.362 2.893 3.300
H -4.941 3.855 3.816
H -7.133 2.732 3.950
H -7.285 0.289 3.592
H -5.247 -1.005 3.108
H -1.810 0.402 2.914
H -2.688 -1.041 3.467
O -1.259 0.461 -1.388
H -4.353 0.725 -2.371
H -2.589 0.111 -4.338
C 2.441 -0.822 -3.217
C 3.425 0.009 -2.384
H 3.140 1.066 -2.442
H 4.440 -0.111 -2.756
H 2.748 -1.873 -3.215
H 2.396 -0.456 -4.244
H 0.072 -1.138 -0.855
H 1.406 -2.225 -1.269
H 2.092 -0.748 0.591
H 1.706 0.691 -0.394
H 8.230 -1.310 0.807
H 7.671 0.038 -0.197
H 6.719 -0.481 1.204
*
```

Calculated values
strongest force on any atom	1.71	eV/A

These are the Mulliken partial charges, in e, on atoms 1 to 6: number 1, C, carries -1.117; number 2, C, carries -0.294; number 3, H, carries 0.335; number 4, H, carries 0.321; number 5, O, carries -0.388; number 6, C, carries 0.821

***

Record 4
The following is a DFT calculation (ωB97M-V/def2-TZVPD) of a structure of composition C32H24BClF2N8O9S2Sc.

```
! wB97M-V def2-TZVPD RIJCOSX def2/J DEFGRID3
* xyz -1 1
Sc -0.057 -0.318 -0.190
Cl 6.857 -1.745 2.109
C 5.394 -1.454 1.208
C 5.475 -0.476 0.121
C 4.398 -0.108 -0.573
C 3.099 -0.707 -0.269
O 2.078 -0.269 -0.775
C 3.038 -1.829 0.744
C 1.636 -1.630 1.590
O 0.998 -0.509 1.558
C 4.273 -2.106 1.492
H 6.445 -0.056 -0.113
H 4.445 0.621 -1.372
H 1.237 -1.667 3.431
H 4.226 -2.871 2.255
C -3.411 3.104 -0.537
N -2.564 3.358 0.617
C -2.257 4.606 1.138
C -1.517 4.382 2.246
N -1.389 3.020 2.412
B -0.883 2.329 3.715
N 0.348 1.384 3.460
C 0.615 0.396 4.392
C 1.805 -0.163 4.099
N 2.270 0.497 2.975
C 3.504 0.217 2.276
C 1.379 1.457 2.590
S 1.625 2.465 1.237
C -2.029 2.402 1.418
S -2.122 0.709 1.163
H -3.320 3.936 -1.232
H -4.451 2.990 -0.231
H -3.096 2.183 -1.017
H -2.581 5.520 0.668
H -1.050 5.072 2.925
H -1.775 1.621 4.135
H -0.571 3.210 4.501
H -0.091 0.160 5.169
H 2.361 -0.951 4.580
H 3.934 -0.697 2.685
H 4.208 1.041 2.383
H 3.304 0.090 1.213
F 0.162 -4.151 -4.272
C -0.092 -2.861 -3.954
C -0.011 -2.452 -2.642
C -0.245 -1.122 -2.303
C -0.554 -0.210 -3.328
C -0.653 -0.685 -4.633
F -0.972 0.143 -5.668
C -0.427 -1.999 -4.978
C -0.684 1.223 -2.948
C -1.071 2.251 -3.810
C -1.087 3.560 -3.360
C -0.718 3.843 -2.056
C -0.375 2.780 -1.244
N -0.370 1.513 -1.667
H 0.244 -3.190 -1.889
H -0.507 -2.327 -6.004
H -1.348 2.030 -4.826
H -1.382 4.355 -4.035
H -0.698 4.850 -1.661
H -0.079 2.939 -0.211
O -1.255 -7.916 1.900
N -0.314 -7.156 1.756
O 0.851 -7.485 1.901
C -0.590 -5.769 1.387
C 0.474 -4.882 1.209
C 0.189 -3.600 0.855
C -1.146 -3.109 0.648
O -1.296 -1.885 0.334
C -2.170 -4.073 0.822
C -1.890 -5.373 1.202
N -3.584 -3.763 0.553
O -4.422 -4.529 1.013
O -3.846 -2.791 -0.116
N 1.142 -2.612 0.557
O 2.473 -3.048 0.216
O 1.840 -2.160 2.855
H 1.495 -5.215 1.333
H -2.700 -6.073 1.336
*
```

Calculated values
strongest force on any atom	3.17	eV/A

These are the Mulliken partial charges, in e, on atoms 1 to 6: number 1, Sc, carries -1.536; number 2, Cl, carries -0.236; number 3, C, carries 0.557; number 4, C, carries -0.584; number 5, C, carries -0.848; number 6, C, carries -0.018

***

Values for relative energy (zero: lowest compared OMol25 entry of this formula, charge and spin), eV, ordered as above
1.5336 3.3274 2.4680 3.6663
Values for LUMO level, eV, ordered as above
0.6 0.9 0.5 0.8
Values for DFT total energy, Eh, ordered as above
-1510.1730 -377.8371 -2120.0213 -4590.9007